1.
Formula: C5H6O2
Source: the Open Molecules 2025 dataset
Level of theory: ωB97M-V with the def2-TZVPD basis set

The calculation puts the HOMO-LUMO gap at 10.66 eV. The calculation puts the HOMO energy at -9.61 eV. For the LUMO energy, the calculation gives 1.1 eV. As for the spin multiplicity: 1. The energy above the lowest of the compared OMol25 structures with the same formula, charge and spin comes out at 3.096 eV. As for the largest force on an atom: 0.4 eV/Å.

The geometry in XYZ format:
```
13
C5H6O2 (ωB97M-V with the def2-TZVPD basis set)
C 0.1479 -0.3587 1.2501
C -0.1133 0.9646 0.5142
O 1.2446 0.8805 -0.0220
C 0.9493 -0.5519 -0.0467
C -0.1289 -0.5910 -1.1537
O -1.4645 -0.7732 -0.6839
C -0.9276 0.5486 -0.7319
H 0.8129 -0.2084 2.1017
H -0.6818 -1.0252 1.4787
H -0.3363 1.9106 1.0077
H 1.8326 -1.1845 -0.1375
H 0.0784 -0.8693 -2.1823
H -1.4134 1.2580 -1.3946
```

These are the Mulliken partial charges, in e, on atoms 1 to 8:
1 C -0.64
2 C -0.21
3 O -0.46
4 C -0.21
5 C -0.19
6 O -0.47
7 C -0.19
8 H 0.30

---

2.
Formula: C2H3NO2
Source: the Open Molecules 2025 dataset
Level of theory: ωB97M-V with the def2-TZVPD basis set

The calculation puts the HOMO-LUMO gap (spin up / spin down) at 6.93 / 7.14 eV. The calculation puts the HOMO energy (spin up / spin down) at -5.97 / -10.92 eV. For the LUMO energy (spin up / spin down), the calculation gives 1.0 / -3.8 eV. As for the spin multiplicity: 3. The energy above the lowest of the compared OMol25 structures with the same formula, charge and spin comes out at 3.762 eV. As for the largest force on an atom: 12.8 eV/Å.

The geometry in XYZ format:
```
8
C2H3NO2 (ωB97M-V with the def2-TZVPD basis set)
C 0.0080 -0.6494 -0.8477
C 0.3030 1.3160 1.0444
N -0.7691 -1.4413 -0.2890
O 0.4131 0.5686 -0.2023
O 0.7619 2.3939 1.0963
H 0.5097 -0.6485 -1.8117
H -0.2035 0.7322 1.8235
H -1.0231 -2.2714 -0.8135
```

Let us look at the Mulliken charges, expressed in e, one per atom:
1 C 0.22
2 C -0.07
3 N -0.57
4 O -0.39
5 O -0.18
6 H 0.36
7 H 0.41
8 H 0.24

---

3.
Formula: C24H40N6OS3ScSi3
Source: the Open Molecules 2025 dataset
Level of theory: ωB97M-V with the def2-TZVPD basis set

The calculation puts the HOMO-LUMO gap at 6.97 eV. The calculation puts the HOMO energy at -4.97 eV. For the LUMO energy, the calculation gives 2.0 eV. As for the spin multiplicity: 1. The energy above the lowest of the compared OMol25 structures with the same formula, charge and spin comes out at 0.000 eV. As for the net charge: -1. As for the largest force on an atom: 0.2 eV/Å.

The geometry in XYZ format:
```
78
C24H40N6OS3ScSi3 (ωB97M-V with the def2-TZVPD basis set)
Sc 0.0633 -0.6616 0.8125
C -0.4351 4.5184 4.0881
C -0.0799 3.3003 4.9311
N 0.7798 2.3600 4.2418
C 0.3385 1.4839 3.3038
S 1.5569 0.4830 2.5880
N -0.9541 1.5079 3.0701
N -1.3657 0.6233 2.1218
C -2.6348 0.5566 1.9230
C -3.6254 1.3746 2.6893
C -3.0849 -0.4263 0.9219
C -4.4148 -0.8026 0.8124
C -4.7680 -1.8022 -0.0821
C -3.7879 -2.3847 -0.8616
C -2.4842 -1.9516 -0.6985
N -2.1321 -1.0028 0.1663
H -1.0861 5.1970 4.6435
H -0.9541 4.2024 3.1830
H 0.4632 5.0661 3.7966
H -0.9903 2.7779 5.2268
H 0.4348 3.6055 5.8437
H 1.7701 2.3689 4.4047
H -3.9397 0.8394 3.5903
H -4.5087 1.5932 2.0909
H -3.1607 2.3028 3.0114
H -5.1598 -0.3601 1.4566
H -5.7959 -2.1337 -0.1475
H -3.9973 -3.1862 -1.5552
H -1.6785 -2.4059 -1.2589
C -0.7168 2.7903 0.1497
O -0.1148 1.5445 -0.1578
Si 1.3246 1.4706 -1.0872
C 2.6641 2.4176 -0.1607
C 1.0624 2.6096 -2.5683
C 1.4392 -0.3270 -1.2565
Si 0.5653 -0.8552 -2.8227
C -1.1298 -0.0090 -3.0254
C 0.2553 -2.6950 -3.1164
C 1.5252 -0.3864 -4.3910
Si 3.1635 -1.0049 -1.1404
C 3.3762 -2.7276 -1.8784
C 3.8178 -1.1275 0.6212
C 4.4296 0.0458 -2.0853
H -0.9148 3.3487 -0.7688
H -0.0735 3.3872 0.8026
H -1.6612 2.6242 0.6634
H 2.2100 3.3092 0.2856
H 3.4236 2.7726 -0.8621
H 3.1458 1.8615 0.6402
H 0.9457 3.6409 -2.2209
H 0.2177 2.3669 -3.2119
H 1.9708 2.5841 -3.1777
H -1.4947 0.4652 -2.1119
H -1.8723 -0.7461 -3.3441
H -1.0971 0.7597 -3.8013
H -0.1552 -3.2655 -2.2845
H 1.1692 -3.2067 -3.4175
H -0.4437 -2.7597 -3.9582
H 1.7656 0.6768 -4.4521
H 0.9271 -0.6477 -5.2705
H 2.4616 -0.9478 -4.4560
H 2.6535 -3.4517 -1.4988
H 4.3767 -3.0868 -1.6158
H 3.3105 -2.7171 -2.9687
H 3.1954 -1.7851 1.2340
H 3.8805 -0.1602 1.1223
H 4.8257 -1.5551 0.5975
H 4.1172 0.2122 -3.1194
H 5.3955 -0.4702 -2.1071
H 4.5936 1.0208 -1.6215
S -0.8452 -2.2751 2.7732
C -0.7433 -3.3934 1.4859
S 0.5652 -3.1122 0.3775
C -1.7200 -4.3441 1.2092
C -1.6670 -5.1533 0.0385
N -1.6725 -5.8204 -0.9038
C -2.9143 -4.4310 1.9804
N -3.9063 -4.4903 2.5676
```

These are the Mulliken partial charges, in e, on atoms 1 to 8:
1 Sc -0.48
2 C -0.96
3 C -0.46
4 N -0.13
5 C 0.37
6 S -0.65
7 N -1.45
8 N 1.54

---

4.
Formula: C15H15BrCeNO
Source: the Open Molecules 2025 dataset
Level of theory: ωB97M-V with the def2-TZVPD basis set

The calculation puts the HOMO-LUMO gap (spin up / spin down) at 2.55 / 2.56 eV. The calculation puts the HOMO energy (spin up / spin down) at -4.92 / -4.93 eV. For the LUMO energy (spin up / spin down), the calculation gives -2.4 / -2.4 eV. As for the spin multiplicity: 2. As for the largest force on an atom: 5.4 eV/Å.

The geometry in XYZ format:
```
34
C15H15BrCeNO (ωB97M-V with the def2-TZVPD basis set)
C 2.1505 -1.9687 0.1003
C 1.9717 -1.3998 1.4022
C 0.5834 -1.5025 1.7444
H 2.7534 -1.0527 2.0698
C -0.0871 -2.1252 0.6437
C 0.8797 -2.3943 -0.3867
H 0.6967 -2.8821 -1.3428
H 3.1240 -2.1785 -0.3356
H 0.1154 -1.1424 2.6563
H -1.1381 -2.3913 0.5874
Ce 0.6079 0.1211 -0.1960
Br 2.9198 1.3904 -0.7814
C 0.4508 0.6970 -4.6552
C 0.3784 -0.7241 -4.7861
C 1.6756 -1.2600 -4.5164
H -0.4969 -1.2948 -5.0842
C 2.5433 -0.1749 -4.2065
C 1.7802 1.0261 -4.2505
H 2.1555 2.0307 -4.0443
H -0.3487 1.4003 -4.8639
H 1.9570 -2.3091 -4.5786
H 3.6113 -0.2479 -4.0121
O -0.7653 1.0458 1.0887
N -1.5872 1.3325 2.1935
C -2.9349 1.1481 2.0570
C -3.7570 1.3806 3.1546
C -3.1583 1.5666 4.4060
C -1.8136 1.9512 4.4600
C -1.0088 1.7908 3.3344
H -3.2825 0.8878 1.0594
H -4.8660 1.4578 3.0665
H -3.7638 1.4453 5.3060
H -1.4105 2.3814 5.3760
H 0.0639 1.9950 3.3340
```

These are the Mulliken partial charges, in e, on atoms 1 to 8:
1 C -0.44
2 C -0.48
3 C -0.55
4 H 0.38
5 C -0.43
6 C -0.57
7 H 0.48
8 H 0.47

---

5.
Formula: C29H29N2O3P
Source: the Open Molecules 2025 dataset
Level of theory: ωB97M-V with the def2-TZVPD basis set

As for the structure (SMILES): Cc1ccc(CNC(=O)[C@H]2C[C@@H]2[C@H](NP(=O)(c2ccccc2)c2ccccc2)c2ccccc2)o1. The calculation puts the HOMO-LUMO gap at 8.74 eV. The calculation puts the HOMO energy at -8.16 eV. For the LUMO energy, the calculation gives 0.6 eV. As for the spin multiplicity: 1. As for the largest force on an atom: 1.6 eV/Å.

The geometry in XYZ format:
```
64
C29H29N2O3P (ωB97M-V with the def2-TZVPD basis set)
C 4.0217 -1.6978 -2.4590
C 3.2705 -2.6852 -1.6398
C 3.6824 -3.6560 -0.7770
C 2.5064 -4.2666 -0.2731
C 1.4594 -3.6297 -0.8679
C -0.0126 -3.7631 -0.7097
N -0.5097 -2.7072 0.1605
C -1.8247 -2.6141 0.4378
O -2.6408 -3.4344 0.0595
C -2.2327 -1.4368 1.2800
C -2.2054 -1.5251 2.7841
C -1.2806 -0.5886 2.0735
C -1.5084 0.9091 2.1080
N -1.3320 1.4566 0.7727
P -0.2671 0.8710 -0.3901
O 0.8236 -0.0006 0.0782
C 0.3233 2.3850 -1.2086
C 1.6795 2.6694 -1.1607
C 2.1676 3.8175 -1.7591
C 1.2976 4.6784 -2.4077
C -0.0576 4.3906 -2.4635
C -0.5474 3.2435 -1.8665
C -1.3326 0.0469 -1.6166
C -2.7023 0.2547 -1.6806
C -3.4584 -0.4229 -2.6192
C -2.8476 -1.2997 -3.5008
C -1.4774 -1.4951 -3.4493
C -0.7198 -0.8206 -2.5093
C -0.6075 1.5436 3.1461
C 0.6255 2.0760 2.8017
C 1.4449 2.6315 3.7685
C 1.0393 2.6580 5.0914
C -0.1889 2.1236 5.4437
C -1.0078 1.5708 4.4763
O 1.9229 -2.6699 -1.7026
H 3.7062 -0.6865 -2.2043
H 3.8290 -1.8531 -3.5204
H 5.0864 -1.7991 -2.2722
H 4.6933 -3.9049 -0.5264
H 2.4494 -5.0698 0.4325
H -0.5113 -3.6987 -1.6860
H -0.2627 -4.7291 -0.2622
H 0.0827 -1.8931 0.2616
H -3.1057 -0.9458 0.8648
H -1.7787 -2.4086 3.2337
H -3.0484 -1.1247 3.3275
H -0.2335 -0.8560 2.0779
H -2.5556 1.0969 2.3944
H -1.5175 2.4475 0.7175
H 2.3365 1.9771 -0.6536
H 3.2236 4.0412 -1.7215
H 1.6758 5.5750 -2.8762
H -0.7310 5.0616 -2.9766
H -1.6004 3.0040 -1.9149
H -3.1718 0.9333 -0.9828
H -4.5275 -0.2738 -2.6605
H -3.4427 -1.8349 -4.2258
H -1.0012 -2.1778 -4.1381
H 0.3472 -0.9753 -2.4413
H 0.9501 2.0511 1.7706
H 2.4030 3.0434 3.4871
H 1.6777 3.0926 5.8462
H -0.5106 2.1400 6.4746
H -1.9658 1.1546 4.7531
```

These are the Mulliken partial charges, in e, on atoms 1 to 8:
1 C -1.13
2 C 0.54
3 C -0.63
4 C -0.79
5 C 0.24
6 C -0.69
7 N 0.10
8 C -0.22

---

Listing E_tot for the structures above in their given order: -344.48813 -283.01271 -4166.44808 -3759.58084 -1799.13151 Eh.